65
Properties=species:S:1:pos:R:3:forces:R:3:lowdin_charge:R:1 method="wB97M-V/def2-TZVPD" e_above_lowest_kj_mol=0.0 multiplicity=3 fmax_ev_per_a=4.95 gap_ev="5.685 / 5.689" e_tot_ev=-69513.276 homo_energy_ev="-9.6 / -9.6" s2=2.012 charge=+1
C 3.30337 -3.65287 -0.83490 -0.36 -0.12 0.02 -0.048
C 2.80720 -2.36550 -0.63853 -0.44 0.04 -0.49 -0.222
C 2.09972 -1.74644 -1.71500 -0.11 -0.24 0.14 -0.234
C 1.85759 -2.44643 -2.91290 0.24 -0.37 0.30 -0.149
C 2.31706 -3.76034 -3.04487 0.14 0.25 0.09 -0.028
C 3.04455 -4.35719 -2.01519 0.05 -0.03 0.02 -0.072
C 1.06245 -1.74670 -3.99223 -0.24 -0.10 -0.18 -0.071
C 1.23020 -0.24534 -3.95263 0.09 0.69 0.02 -0.174
C 1.50212 0.35412 -2.70670 -0.22 0.36 -0.50 -0.242
C 1.57671 1.77495 -2.58408 -0.08 -0.72 -0.41 -0.221
C 1.39976 2.54770 -3.73007 -0.34 -0.24 -0.10 -0.042
C 1.10254 1.95635 -4.96520 0.03 -0.04 0.20 -0.070
C 1.01884 0.56644 -5.07320 0.31 -0.01 0.24 -0.032
H 3.86925 -4.12570 -0.03037 -0.12 0.06 -0.22 0.116
H 2.11174 -4.30560 -3.96864 0.08 0.11 0.27 0.120
H 3.40317 -5.38377 -2.11714 -0.08 0.37 -0.02 0.109
H 1.37859 -2.11751 -4.97652 -0.24 -0.01 0.20 0.129
H 1.46026 3.63337 -3.64563 -0.01 -0.22 -0.08 0.114
H 0.92170 2.58926 -5.83289 0.11 -0.19 0.18 0.106
H 0.80313 0.10028 -6.03784 0.01 0.16 0.27 0.120
N 1.61909 -0.44308 -1.56656 -0.64 0.33 1.39 -0.105
Pr -0.58739 -0.60882 -0.53614 0.81 -0.69 -2.05 0.798
C 2.98253 -1.65896 0.68778 -0.02 0.28 -0.24 -0.275
H 3.50323 -0.69575 0.56336 -0.13 -0.23 -0.01 0.099
H 3.55612 -2.29187 1.37963 0.01 0.19 -0.19 0.093
C 1.81185 2.41971 -1.24433 0.12 -0.43 -0.08 -0.262
H 2.77387 2.10379 -0.81098 -0.24 -0.01 -0.12 0.100
H 1.81873 3.51206 -1.34647 0.10 -0.19 0.03 0.093
P 1.37989 -1.30551 1.56303 1.31 -0.66 0.18 0.808
P 0.50784 2.03658 0.02208 0.66 1.17 -0.91 0.829
C -0.64821 3.40847 -0.33651 -0.26 -0.04 0.21 -0.233
H -1.42358 3.42706 0.44027 0.04 0.16 -0.22 0.051
H -0.09063 4.35546 -0.32613 -0.25 -0.21 0.01 0.058
H -1.12305 3.26501 -1.31504 0.14 0.06 0.27 0.042
C 1.36790 2.69700 1.48206 -0.05 -0.08 0.55 -0.246
H 1.52761 3.78192 1.36092 -0.01 -0.45 0.06 0.066
H 0.75177 2.52096 2.37468 0.28 0.18 -0.07 0.041
H 2.33829 2.19280 1.60970 -0.34 0.18 -0.02 0.046
C 0.96471 -3.02510 2.05130 -0.36 0.04 0.03 -0.244
H 1.83960 -3.48339 2.53350 -0.29 0.03 -0.14 0.062
H 0.12361 -3.00060 2.75606 0.18 -0.16 -0.09 0.052
H 0.67651 -3.62100 1.17476 0.12 0.05 0.21 0.051
C 2.00589 -0.67886 3.14901 -0.14 0.20 0.28 -0.250
H 1.14761 -0.39698 3.77075 0.28 0.00 0.07 0.046
H 2.57572 -1.47167 3.65397 -0.10 0.30 -0.10 0.060
H 2.64286 0.20138 2.99725 -0.17 -0.21 0.07 0.044
C -1.23927 0.42541 1.76809 -2.24 1.54 4.15 -0.120
O -1.66535 0.84687 2.76105 1.82 -1.40 -3.57 0.139
H -0.02334 -2.00401 -3.88008 0.56 0.14 -0.12 0.132
C -4.52568 0.29838 -3.72960 -0.17 -0.14 -0.01 -0.176
Si -3.50640 -0.08282 -2.19617 -0.13 0.43 -0.44 0.381
C -4.30176 0.74088 -0.69795 0.02 0.12 -0.06 -0.172
C -3.58801 -1.94118 -1.81677 0.10 0.03 -0.27 -0.177
C -1.73493 0.44152 -2.39273 0.13 0.18 0.34 -0.387
H -5.57896 0.01587 -3.58708 0.21 0.06 -0.08 0.035
H -4.14521 -0.24401 -4.60762 -0.07 0.13 0.23 0.037
H -4.49328 1.37215 -3.96743 0.03 -0.28 0.12 0.040
H -5.39015 0.58610 -0.74644 0.28 0.06 0.15 0.045
H -3.95024 0.32418 0.25756 -0.09 0.06 -0.07 0.016
H -4.10961 1.82149 -0.68967 -0.10 -0.16 0.03 0.038
H -3.10175 -2.53409 -2.60505 -0.13 0.04 0.20 0.043
H -3.15138 -2.22959 -0.84397 -0.12 -0.04 -0.08 0.015
H -4.65074 -2.22710 -1.78497 0.34 -0.06 0.10 0.052
H -1.61743 1.53322 -2.46223 -0.23 -0.16 0.01 0.006
H -1.31484 0.06055 -3.34197 -0.07 -0.08 0.30 0.021



73
Properties=species:S:1:pos:R:3:forces:R:3:lowdin_charge:R:1 method="wB97M-V/def2-TZVPD" fmax_ev_per_a=6.86 gap_ev=9.370 e_tot_ev=-58828.533 homo_energy_ev=-8.8 charge=0
C -1.52081 1.24361 -0.04241 0.57 -0.02 -0.16 -0.121
C -1.39690 1.67708 -1.63120 -0.26 -0.71 0.69 -0.226
C -0.25728 2.84846 -1.75025 0.27 -0.14 -0.39 -0.190
C -0.75412 4.22528 -2.50077 2.04 -1.23 -0.96 -0.243
O -2.17778 4.54667 -2.32946 0.55 0.20 1.81 -0.393
S -2.49685 5.38389 -0.88253 3.00 0.04 3.02 1.082
O -1.59850 4.93680 0.29390 -2.79 0.81 -3.93 -0.448
O -4.09382 4.90392 -0.41958 2.56 3.14 2.25 -0.336
O -4.41211 3.99284 -1.30667 -3.42 -4.72 -3.62 -0.294
C -5.86551 3.76930 -1.36763 -1.37 -0.55 0.01 -0.165
C -6.11147 2.12619 -1.46459 -0.15 0.14 0.20 -0.075
H -0.66878 0.47191 0.19548 -1.90 1.54 -0.41 0.056
H -2.56180 0.78492 0.23496 1.99 0.81 -0.64 0.078
H -1.33256 2.18617 0.62515 -0.55 -1.69 -1.25 0.067
H -2.46585 1.97630 -2.00025 2.17 -0.12 0.58 0.093
H -1.08338 0.72039 -2.26639 -0.58 2.12 1.42 0.111
H 0.18887 3.11841 -0.67718 -1.08 -0.66 -2.42 0.113
H 0.60994 2.39938 -2.43721 -1.69 1.19 1.59 0.120
H -0.59869 4.03065 -3.66849 -0.78 0.64 2.55 0.144
H -0.02122 5.10073 -2.21447 -1.72 -1.50 -0.39 0.127
H -6.40148 4.14611 -0.38696 1.44 -0.71 -2.11 0.096
H -6.34574 4.33628 -2.30186 1.23 -1.19 1.91 0.137
H -5.09505 1.51454 -1.40239 -2.14 1.53 0.00 0.084
H -6.64054 1.81107 -2.46466 1.01 0.76 1.97 0.075
H -6.81501 1.84242 -0.55386 1.58 0.44 -1.98 0.080
O 0.67388 -1.55297 -1.30371 0.64 0.31 1.94 0.102
C 1.33669 -1.47934 -0.28222 -1.07 0.03 -1.99 -0.449
O 0.88937 -0.93713 0.88830 -0.07 -0.40 -0.67 0.001
C 1.95779 -0.91750 1.83374 0.15 0.29 0.71 -0.161
C 2.92665 -1.96950 1.36097 0.59 -0.53 0.46 -0.169
C 2.76132 -1.92150 -0.13696 0.33 -0.43 0.20 -0.088
H 2.40123 0.08376 1.83900 -0.07 -0.03 -0.01 0.130
H 1.57046 -1.13889 2.83253 -0.15 0.16 -0.25 0.131
H 3.95249 -1.79076 1.69393 -0.14 0.03 0.06 0.112
H 2.61663 -2.95353 1.73323 0.10 0.14 -0.08 0.121
H 3.41582 -1.17466 -0.59488 -0.09 -0.06 -0.13 0.139
H 2.91750 -2.90346 -0.58948 -0.10 0.30 -0.24 0.108
O -7.57692 3.82736 1.17980 -0.16 0.66 1.97 0.081
C -7.40081 4.55631 2.14199 -0.54 -1.00 -1.40 -0.435
O -7.90422 4.32021 3.38900 0.18 -0.34 -0.94 0.036
C -7.59586 5.42650 4.23566 -0.13 0.26 0.73 -0.171
C -6.41344 6.10234 3.59221 0.64 0.57 0.35 -0.165
C -6.64894 5.85266 2.12401 0.50 0.18 0.12 -0.081
H -8.47180 6.08165 4.28730 0.04 -0.07 -0.01 0.129
H -7.36240 5.06682 5.24201 -0.21 -0.12 -0.22 0.129
H -6.33140 7.16201 3.84822 -0.04 -0.17 0.04 0.122
H -5.48680 5.60588 3.90507 -0.16 0.10 -0.02 0.127
H -7.27961 6.62545 1.67584 0.06 -0.12 -0.12 0.141
H -5.70797 5.75518 1.57767 -0.34 0.01 -0.24 0.118
O 3.21095 -5.62407 0.83151 -0.24 0.06 -1.77 0.088
C 3.17410 -5.99462 -0.33018 -0.24 0.43 1.70 -0.461
O 2.48345 -5.35659 -1.32018 0.40 0.02 1.05 0.020
C 2.57172 -6.12216 -2.52097 -0.28 -0.03 -0.85 -0.159
C 3.79954 -6.97917 -2.35694 0.61 -0.39 -0.65 -0.162
C 3.83244 -7.22796 -0.87019 0.41 -0.13 -0.28 -0.083
H 1.65901 -6.71861 -2.62286 0.04 0.08 0.04 0.130
H 2.65447 -5.45108 -3.38088 -0.16 0.04 0.30 0.134
H 3.76814 -7.89491 -2.95325 -0.06 0.17 0.03 0.122
H 4.69015 -6.41217 -2.65413 -0.16 -0.07 0.03 0.117
H 3.23784 -8.10209 -0.59061 0.09 0.07 0.16 0.137
H 4.85657 -7.32178 -0.50171 -0.31 -0.09 0.25 0.130
O 6.70789 -4.35472 -1.98806 1.00 0.57 1.52 0.097
C 7.07203 -3.99814 -0.87971 -0.54 -0.82 -1.78 -0.451
O 8.37112 -3.75385 -0.53782 -0.59 -0.15 -0.66 0.032
C 8.44172 -3.46506 0.85767 0.53 0.14 0.53 -0.169
C 7.05709 -3.01229 1.24070 -0.34 0.48 0.73 -0.168
C 6.17943 -3.80961 0.30935 -0.19 0.38 0.24 -0.086
H 8.74318 -4.37460 1.38780 -0.01 0.06 -0.05 0.130
H 9.18937 -2.68666 1.03578 0.00 -0.24 -0.22 0.129
H 6.82977 -3.17001 2.29834 0.11 0.03 -0.13 0.123
H 6.94389 -1.94265 1.02608 0.05 -0.14 0.07 0.124
H 5.92762 -4.78876 0.72608 -0.15 0.06 -0.12 0.133
H 5.27529 -3.25867 0.04026 0.03 -0.45 -0.10 0.111



13
Properties=species:S:1:pos:R:3:forces:R:3:lowdin_charge:R:1 method="wB97M-V/def2-TZVPD" e_above_lowest_kj_mol=688.9 fmax_ev_per_a=4.84 gap_ev=8.130 e_tot_ev=-6214.707 homo_energy_ev=-8.6 charge=0
C 1.95599 0.11629 -0.25351 0.71 0.37 1.81 -0.100
C 0.41174 0.30566 -0.24236 2.90 0.68 -1.87 -0.346
N -0.12639 -0.25181 0.97998 -4.40 -0.77 -1.36 0.047
C -1.47928 -0.66146 0.39171 -2.83 -0.64 -3.28 -0.290
N -2.30900 -0.07427 -0.58118 1.68 -1.64 4.23 -0.005
H 2.13309 -0.83535 0.25445 0.05 -0.33 -0.45 0.062
H 2.52081 0.12859 -1.20829 -1.00 0.02 0.31 0.079
H 2.50042 0.78636 0.43811 -0.40 0.20 -0.38 0.066
H 0.16464 -0.36309 -1.08367 -0.63 0.89 0.04 0.100
H 0.10920 1.34383 -0.37798 0.16 -0.20 -0.47 0.111
H -2.74328 0.78946 -0.18397 1.21 0.01 -1.24 0.047
H -1.24890 0.27726 1.06009 2.09 2.32 2.36 0.126
H -1.88904 -1.56147 0.80661 0.46 -0.90 0.31 0.102